# 1
# C29H62F6N4O7S2

A cluster of 6 separate species, C29H62F6N4O7S2 in total at a distorted geometry (ωB97M-V/def2-TZVPD, the OMol25 dataset).

Properties
net charge: +2
gap between HOMO and LUMO: 3.9 eV
lowest unoccupied orbital energy: -6.05 eV
E: -89326.35620 eV

Geometry (Å):
C (-0.2872, -3.7071, -1.2153)
C (0.3037, -3.0568, -2.4494)
O (1.3560, -3.4780, -3.0220)
N (-0.7590, -2.2173, -3.2200)
H (-1.5600, -2.7367, -3.5498)
H (-1.0724, -1.4857, -2.5982)
C (-0.1395, -1.3982, -4.4166)
H (-1.0159, -3.0803, -0.7012)
H (0.6255, -3.7620, -0.6220)
H (-0.3790, -4.7926, -1.2538)
H (0.4350, -2.0632, -5.0615)
H (0.4232, -0.6150, -3.9086)
H (-0.8814, -0.6927, -4.7908)
C (-6.0891, -5.5769, 3.5441)
C (-5.7288, -5.1627, 2.1009)
C (-4.9848, -3.8379, 2.0067)
N (-5.0541, -3.1253, 0.5853)
C (-4.2074, -1.8851, 0.7021)
C (-6.5378, -2.6782, 0.3132)
C (-6.4667, -2.6501, -1.2353)
C (-5.9293, -3.9501, -1.6174)
C (-4.7246, -4.0141, -0.6564)
H (-6.5592, -6.5474, 3.7028)
H (-6.7358, -4.8720, 4.0666)
H (-5.0545, -5.5512, 3.8864)
H (-6.6093, -5.2531, 1.4648)
H (-5.0911, -5.9835, 1.7728)
H (-3.9701, -4.2285, 2.0830)
H (-5.2596, -3.1424, 2.7997)
H (-3.1592, -2.0953, 0.9147)
H (-4.6450, -1.1622, 1.3905)
H (-4.2162, -1.4234, -0.2852)
H (-6.7316, -1.6858, 0.7202)
H (-7.2775, -3.3622, 0.7292)
H (-5.8245, -1.8487, -1.6005)
H (-7.4490, -2.5713, -1.7011)
H (-5.5450, -4.0919, -2.6275)
H (-6.7555, -4.6428, -1.4572)
H (-3.8240, -3.5867, -1.0970)
H (-4.4658, -5.0269, -0.3473)
C (8.0308, 2.9719, -1.6968)
C (6.5466, 2.8677, -2.1375)
C (5.9033, 4.3000, -2.1892)
N (4.4615, 4.1141, -2.4661)
C (3.7818, 3.8263, -1.0945)
C (4.1226, 3.1247, -3.6150)
C (2.8032, 3.5790, -4.3171)
C (2.5538, 5.0120, -3.9178)
C (3.7755, 5.3880, -3.1081)
H (8.6207, 3.2748, -2.5618)
H (8.5074, 2.0310, -1.4221)
H (8.1970, 3.7446, -0.9462)
H (5.9395, 2.1938, -1.5330)
H (6.4586, 2.4093, -3.1225)
H (6.2755, 4.7457, -3.1116)
H (6.0014, 4.9177, -1.2965)
H (2.7196, 3.6705, -1.2833)
H (3.8327, 4.6986, -0.4429)
H (4.3226, 3.0998, -0.4880)
H (4.1107, 2.1054, -3.2291)
H (4.9192, 3.1661, -4.3579)
H (2.1167, 2.8255, -3.9310)
H (2.7922, 3.5263, -5.4057)
H (1.6215, 5.0513, -3.3544)
H (2.5488, 5.5385, -4.8722)
H (3.4121, 6.0605, -2.3310)
H (4.4728, 5.8686, -3.7943)
C (-0.5332, -4.3555, 3.0469)
C (-0.1122, -2.9083, 2.7334)
C (1.0214, -2.4834, 3.6830)
N (1.4047, -1.0182, 3.7327)
C (2.5026, -0.8294, 2.6213)
C (2.0601, -0.5972, 5.0452)
C (1.7630, 0.8773, 5.2213)
C (0.7766, 1.2730, 4.1099)
C (0.1730, -0.0781, 3.6790)
H (-1.4444, -4.5291, 2.4744)
H (-0.7626, -4.4202, 4.1105)
H (-0.0008, -5.2547, 2.7368)
H (-0.9369, -2.2134, 2.8916)
H (0.2132, -2.7009, 1.7140)
H (1.8830, -3.1495, 3.7288)
H (0.5099, -2.4657, 4.6453)
H (2.7822, 0.2234, 2.6608)
H (2.1104, -1.2658, 1.7027)
H (3.3588, -1.4774, 2.8084)
H (3.1111, -0.8729, 5.1326)
H (1.5319, -1.1361, 5.8318)
H (2.6658, 1.4171, 4.9356)
H (1.3521, 1.1702, 6.1874)
H (1.2840, 1.5453, 3.1844)
H (-0.0171, 1.9416, 4.4433)
H (-0.2884, 0.0213, 2.6965)
H (-0.4243, -0.4723, 4.5012)
C (0.6197, 1.2205, -1.0036)
F (1.3249, 1.2452, 0.1445)
F (0.4964, 2.5010, -1.3626)
F (1.2566, 0.4872, -1.9400)
S (-1.1358, 0.5872, -0.6928)
O (-1.8666, 1.7606, -0.1247)
O (-1.7524, -0.0163, -1.8659)
O (-0.9797, -0.4037, 0.3387)
C (-0.3457, 5.9759, -0.6556)
F (0.7968, 5.2633, -0.4575)
F (-0.7503, 5.6850, -1.9158)
F (-1.2585, 5.6410, 0.2644)
S (0.1021, 7.8765, -0.6237)
O (-0.9397, 8.6793, -1.3055)
O (0.0071, 8.2065, 0.7996)
O (1.4400, 7.9795, -1.1817)



# 2
# C29H63BClF4NO17P2S

A cluster of 4 separate species, C29H63BClF4NO17P2S in total at a distorted geometry (ωB97M-V/def2-TZVPD, the OMol25 dataset).

Properties
gap between HOMO and LUMO: 8.6 eV
SMILES string: CCCOC[C@H](O[C@@](O)(P(O)Cl)[C@@](CCCF)(B(O)O)N(CCCCOC(C)=O)S(=O)(=O)C(F)(F)F)[PH2]=O.COCCOC.COCCOC.COCCOC
lowest unoccupied orbital energy: -0.19 eV
E: -120870.41695 eV

Geometry (Å):
C (1.4050, 2.7458, -5.0021)
C (0.0641, 1.9911, -5.1775)
C (0.2047, 0.4642, -5.0583)
O (-0.4979, 0.0322, -3.9097)
C (-0.0529, -1.2342, -3.4513)
C (-1.1510, -1.9300, -2.6308)
O (-0.8699, -1.9564, -1.2324)
C (-1.4525, -0.8693, -0.5153)
O (-1.5171, 0.2675, -1.2685)
P (-3.3061, -1.3653, -0.1641)
O (-4.1583, -0.4758, -1.2461)
Cl (-3.6239, -3.2921, -0.8089)
C (-0.6006, -0.7997, 0.8304)
C (-0.7318, 0.5569, 1.5976)
C (-2.1045, 1.2505, 1.5882)
C (-2.1012, 2.2805, 2.7443)
F (-2.8625, 3.3750, 2.3659)
B (-1.3775, -1.8610, 1.7799)
O (-2.1032, -1.4625, 2.8867)
O (-1.2597, -3.2021, 1.5349)
N (0.7962, -1.1706, 0.6090)
C (1.5103, -1.9749, 1.5952)
C (1.7097, -1.3293, 2.9904)
C (2.9619, -1.8498, 3.6923)
C (3.3295, -1.0392, 4.9557)
O (2.4569, 0.0835, 5.1597)
C (3.1289, 1.1449, 5.7027)
C (2.7137, 1.5886, 7.0970)
O (3.9596, 1.7170, 5.1250)
S (1.7704, -0.1782, -0.2394)
O (1.1290, 0.8168, -1.0330)
O (2.6086, -0.9767, -1.0588)
C (3.0081, 0.7856, 0.7855)
F (2.4426, 1.6222, 1.6086)
F (3.9098, 0.0477, 1.3485)
F (3.6267, 1.5068, -0.1227)
P (-1.1132, -3.7206, -3.1724)
O (-2.1563, -4.0533, -4.1619)
H (1.8317, 2.9500, -5.9848)
H (1.2789, 3.7272, -4.5424)
H (2.0837, 2.1653, -4.3758)
H (-0.6574, 2.3773, -4.4567)
H (-0.3371, 2.2610, -6.1559)
H (1.2712, 0.2181, -5.0459)
H (-0.3098, 0.0395, -5.9311)
H (0.8498, -1.0837, -2.8502)
H (0.1730, -1.8357, -4.3445)
H (-2.1509, -1.5819, -2.9030)
H (-1.1563, 1.0626, -0.8569)
H (-4.3746, 0.3762, -0.8394)
H (-0.5113, 0.3436, 2.6467)
H (-0.0012, 1.3125, 1.2927)
H (-2.3214, 1.8323, 0.6894)
H (-2.9458, 0.5905, 1.7868)
H (-2.6097, 1.8370, 3.6035)
H (-1.0911, 2.5756, 3.0336)
H (-2.9254, -1.9759, 2.8967)
H (-1.6630, -3.6797, 2.2744)
H (1.1884, -3.0092, 1.6683)
H (2.5330, -2.0891, 1.2139)
H (1.6176, -0.2460, 2.9750)
H (0.8633, -1.6872, 3.5937)
H (3.8218, -1.9762, 3.0343)
H (2.7127, -2.8540, 4.0464)
H (3.2824, -1.6819, 5.8391)
H (4.3726, -0.7327, 4.8672)
H (3.1320, 2.5718, 7.2732)
H (1.6236, 1.6430, 7.1144)
H (3.0928, 0.8501, 7.8036)
H (0.2050, -4.0068, -3.6188)
H (-1.2591, -4.4984, -1.9960)
C (-2.3102, -4.1012, -7.1981)
O (-2.3918, -4.1885, -8.6170)
C (-1.3953, -3.4250, -9.2743)
C (-0.2643, -4.2992, -9.7753)
O (0.4744, -4.8650, -8.7013)
C (0.1433, -6.2209, -8.4582)
H (-2.9629, -4.8608, -6.7744)
H (-1.2947, -4.2777, -6.8402)
H (-2.6533, -3.1194, -6.8601)
H (-1.0114, -2.6365, -8.6190)
H (-1.8740, -2.9454, -10.1350)
H (0.4320, -3.6804, -10.3510)
H (-0.6472, -5.0812, -10.4381)
H (0.5562, -6.8582, -9.2481)
H (-0.9375, -6.3670, -8.3967)
H (0.5899, -6.5086, -7.5072)
C (3.4459, 6.6548, -2.3546)
O (2.6058, 5.5190, -2.2497)
C (3.1255, 4.5247, -1.3756)
C (2.4332, 4.5507, -0.0295)
O (2.7277, 5.7421, 0.6902)
C (1.6743, 6.6882, 0.6447)
H (2.8879, 7.4376, -2.8675)
H (3.7479, 7.0267, -1.3725)
H (4.3358, 6.4142, -2.9462)
H (4.2073, 4.6373, -1.2553)
H (2.9371, 3.5551, -1.8469)
H (2.8004, 3.7198, 0.5693)
H (1.3517, 4.4276, -0.1506)
H (0.8422, 6.3586, 1.2768)
H (1.3177, 6.8466, -0.3759)
H (2.0554, 7.6320, 1.0331)
C (-2.3669, -0.3685, 9.3697)
O (-3.4328, -0.9593, 8.6461)
C (-4.3191, -0.0011, 8.0852)
C (-4.0674, 0.1873, 6.6042)
O (-2.8043, 0.7908, 6.3614)
C (-1.8183, -0.1413, 5.9428)
H (-1.6366, -1.1477, 9.5851)
H (-1.8769, 0.4212, 8.7950)
H (-2.7333, 0.0397, 10.3174)
H (-4.2465, 0.9542, 8.6132)
H (-5.3347, -0.3857, 8.2219)
H (-4.8284, 0.8633, 6.2011)
H (-4.1500, -0.7674, 6.0749)
H (-2.0124, -0.4542, 4.9138)
H (-1.7879, -1.0180, 6.5951)
H (-0.8482, 0.3557, 5.9813)



# 3
# C29H64AlCl20NO2P

A structure of composition C29H64AlCl20NO2P at a distorted geometry (ωB97M-V/def2-TZVPD, the OMol25 dataset).

Properties
net charge: -1
gap between HOMO and LUMO: 5.0 eV
lowest unoccupied orbital energy: 1.65 eV
E: -303034.29305 eV

Geometry (Å):
C (-2.2322, 0.9381, 1.8294)
C (-1.4532, 2.1252, 1.2554)
C (-0.4051, 2.6339, 2.2412)
N (0.5429, 1.5940, 2.6416)
Al (1.9440, 1.2776, 1.3923)
C (2.9342, -0.4050, 2.0537)
C (2.0356, -1.3183, 2.9063)
C (0.7156, -1.6829, 2.2285)
C (0.8151, -2.9596, 1.3897)
O (-0.2865, -3.0265, 0.4721)
C (-1.4476, -3.4985, 1.1204)
P (3.4068, 3.1268, 1.1764)
C (4.7893, 2.5712, 0.0500)
O (4.1569, 3.2803, 2.7127)
H (-3.2128, 0.8398, 1.3613)
H (-1.7048, -0.0005, 1.6624)
H (-2.3109, 1.0579, 2.9095)
H (-1.0154, 1.8841, 0.2897)
H (-2.1828, 2.9330, 1.1466)
H (-0.9626, 2.9386, 3.1373)
H (0.0503, 3.5473, 1.8231)
H (0.9967, 1.8944, 3.5026)
H (1.2881, 0.8926, -0.0108)
H (3.4368, -0.9436, 1.2451)
H (3.7202, -0.0353, 2.7298)
H (1.7961, -0.7845, 3.8247)
H (2.5616, -2.2433, 3.1803)
H (0.3411, -0.9111, 1.5620)
H (-0.0477, -1.8228, 2.9999)
H (0.8280, -3.8536, 2.0191)
H (1.7094, -2.8519, 0.7776)
H (-1.2062, -4.4648, 1.5775)
H (-1.8824, -2.7931, 1.8312)
H (-2.2012, -3.6720, 0.3492)
H (5.1978, 3.4311, -0.4773)
H (4.4250, 1.8487, -0.6760)
H (5.5830, 2.0961, 0.6274)
H (4.5604, 2.4183, 2.9112)
Cl (-1.6536, 3.7326, 5.3434)
C (-2.4606, 2.5298, 6.3828)
C (-1.5025, 1.4816, 6.8891)
Cl (-0.9206, 0.4244, 5.5842)
H (-3.2719, 2.0866, 5.8100)
H (-2.8879, 3.0736, 7.2254)
H (-2.0082, 0.8496, 7.6186)
H (-0.6369, 1.9367, 7.3653)
Cl (-2.3591, 9.3773, 8.0864)
C (-1.6005, 8.2584, 6.9186)
C (-2.2667, 6.9082, 6.9035)
Cl (-1.9860, 6.0092, 8.4195)
H (-0.5482, 8.1777, 7.1695)
H (-1.6828, 8.7207, 5.9368)
H (-1.8573, 6.3050, 6.0970)
H (-3.3410, 6.9922, 6.7588)
Cl (2.7032, 0.0977, -1.8903)
C (2.9072, 0.0416, -3.6594)
C (4.2308, -0.5534, -4.0803)
Cl (5.5990, 0.5144, -3.6465)
H (2.7923, 1.0545, -4.0401)
H (2.0909, -0.5659, -4.0450)
H (4.2639, -0.6881, -5.1581)
H (4.3978, -1.5204, -3.6103)
Cl (-5.5717, -2.4566, -2.4907)
C (-3.9957, -3.2940, -2.5504)
C (-2.8582, -2.3462, -2.8255)
Cl (-2.9190, -1.6931, -4.4846)
H (-4.0605, -4.0732, -3.3059)
H (-3.8507, -3.7676, -1.5810)
H (-1.9094, -2.8705, -2.7238)
H (-2.8583, -1.5079, -2.1332)
Cl (7.4499, 0.3278, 2.4559)
C (9.1384, 0.7317, 2.0616)
C (9.3049, 2.1807, 1.6773)
Cl (8.5288, 2.5520, 0.1204)
H (9.4623, 0.0714, 1.2607)
H (9.7331, 0.5185, 2.9493)
H (10.3642, 2.4126, 1.5708)
H (8.8803, 2.8417, 2.4292)
Cl (2.6425, -1.9588, -6.1941)
C (3.4442, -3.1604, -7.2357)
C (2.7540, -4.4992, -7.1848)
Cl (2.9471, -5.2821, -5.5961)
H (4.4835, -3.2360, -6.9229)
H (3.4178, -2.7702, -8.2521)
H (3.1901, -5.1677, -7.9258)
H (1.6902, -4.4051, -7.3884)
Cl (2.5209, 10.8170, 9.2150)
C (2.1996, 9.0837, 8.9481)
C (2.7156, 8.6071, 7.6135)
Cl (1.7956, 9.2971, 6.2526)
H (1.1275, 8.9242, 9.0416)
H (2.7007, 8.5409, 9.7479)
H (2.6154, 7.5247, 7.5471)
H (3.7623, 8.8649, 7.4748)
Cl (-11.2627, -1.8639, -4.7385)
C (-9.6809, -2.6879, -4.7855)
C (-8.5473, -1.7348, -5.0612)
Cl (-8.6046, -1.0896, -6.7233)
H (-9.7335, -3.4701, -5.5393)
H (-9.5356, -3.1542, -3.8126)
H (-7.5969, -2.2553, -4.9538)
H (-8.5556, -0.8922, -4.3747)
Cl (-9.0675, -5.0161, -9.0996)
C (-9.6022, -3.3591, -9.4849)
C (-10.6574, -3.3370, -10.5604)
Cl (-10.0130, -3.8214, -12.1513)
H (-8.7266, -2.7831, -9.7731)
H (-10.0041, -2.9348, -8.5668)
H (-11.0447, -2.3253, -10.6694)
H (-11.4843, -3.9998, -10.3184)
Cl (4.7345, -6.4541, -2.8170)
C (3.7648, -7.8522, -3.3389)
C (3.9916, -9.0614, -2.4679)
Cl (5.6279, -9.7415, -2.6698)
H (4.0067, -8.0590, -4.3787)
H (2.7194, -7.5516, -3.2816)
H (3.2871, -9.8458, -2.7402)
H (3.8553, -8.8233, -1.4162)



# 4
# C29H64BFN2O10P3

A cluster of 3 separate species, C29H64BFN2O10P3 in total at a distorted geometry (ωB97M-V/def2-TZVPD, the OMol25 dataset).

Properties
net charge: -1
gap between HOMO and LUMO: 5.8 eV
lowest unoccupied orbital energy: 1.80 eV
E: -85828.83459 eV

Geometry (Å):
C (6.4029, 6.3473, -0.9838)
C (6.3004, 5.1077, -0.1026)
C (6.8535, 5.4231, 1.2950)
C (4.8912, 4.4491, -0.0208)
C (3.7353, 5.0182, -0.8568)
P (3.1867, 4.1601, -2.5210)
O (3.7007, 5.6099, -3.4551)
C (2.4171, 3.4945, -4.1522)
C (2.4273, 2.0462, -4.7400)
C (3.1132, 0.8172, -4.1756)
C (4.4410, 0.4807, -4.4391)
C (5.0054, -0.6922, -3.9501)
C (4.2499, -1.5786, -3.1921)
C (2.9148, -1.2814, -2.9527)
C (2.3628, -0.1051, -3.4437)
C (4.9112, 3.4089, -2.9027)
B (5.4723, 3.8590, -4.2969)
O (5.0441, 3.3770, -5.5256)
O (6.5308, 4.7906, -4.3860)
C (2.5343, 2.6856, -1.4562)
C (1.0549, 2.3976, -1.2883)
C (0.7858, 1.1692, -0.4204)
F (0.3772, 2.1932, -2.5065)
P (1.1816, 5.5165, -2.1257)
P (1.1623, 7.0761, -3.5888)
O (2.0665, 8.2155, -3.3339)
O (-0.3729, 7.6231, -3.6063)
O (1.3098, 6.4911, -5.0922)
H (7.3885, 6.8044, -0.8512)
H (6.2763, 6.1121, -2.0372)
H (5.6801, 7.1085, -0.6805)
H (6.9851, 4.3615, -0.5214)
H (7.9459, 5.4533, 1.2672)
H (6.4692, 6.3725, 1.6727)
H (6.5932, 4.6203, 1.9898)
H (5.0107, 3.3856, -0.2471)
H (4.5928, 4.4630, 1.0344)
H (3.8297, 6.1028, -0.9740)
H (2.8448, 4.9655, -0.2254)
H (4.3143, 6.1386, -2.9379)
H (1.3652, 3.7705, -4.1011)
H (2.7894, 4.1708, -4.9198)
H (2.7799, 2.1270, -5.7729)
H (1.3843, 1.7389, -4.8585)
H (5.0440, 1.1470, -5.0369)
H (6.0476, -0.9026, -4.1635)
H (4.7080, -2.4826, -2.8104)
H (2.3078, -1.9772, -2.3832)
H (1.3174, 0.1033, -3.2583)
H (5.6522, 3.8256, -2.2194)
H (4.9690, 2.3312, -2.7393)
H (5.7700, 3.2711, -6.1468)
H (6.2077, 5.6443, -4.0856)
H (3.0405, 1.7536, -1.7213)
H (2.8389, 2.8462, -0.4157)
H (0.5505, 3.2306, -0.7864)
H (-0.2333, 1.2139, -0.0280)
H (0.9260, 0.2498, -0.9852)
H (1.4381, 1.1920, 0.4545)
H (-0.0053, 4.8406, -2.5129)
H (-0.9663, 6.9438, -3.9458)
H (1.8776, 7.1010, -5.5810)
C (-4.4288, -0.4164, 5.1842)
O (-3.7409, -1.6477, 5.2116)
C (-4.1736, -2.5888, 4.2307)
C (-3.1060, -2.8113, 3.1844)
N (-2.9307, -1.6335, 2.3470)
C (-1.7868, -1.6918, 1.4428)
C (-0.3913, -1.7535, 2.0521)
O (-0.0070, -0.5785, 2.7373)
C (-0.4121, -0.4969, 4.0880)
H (-4.1008, 0.1570, 6.0499)
H (-4.2127, 0.1630, 4.2797)
H (-5.5120, -0.5642, 5.2517)
H (-5.1092, -2.2641, 3.7652)
H (-4.3609, -3.5330, 4.7391)
H (-3.4057, -3.6531, 2.5526)
H (-2.1839, -3.0988, 3.7101)
H (-2.8317, -0.8215, 2.9426)
H (-1.8259, -0.8032, 0.8085)
H (-1.9130, -2.5572, 0.7834)
H (0.3131, -1.8597, 1.2229)
H (-0.2538, -2.6319, 2.6960)
H (-0.4571, -1.4840, 4.5576)
H (-1.3836, -0.0056, 4.2007)
H (0.3270, 0.1082, 4.6135)
C (-6.7256, -8.7751, 0.1753)
O (-7.8040, -8.2915, 0.9492)
C (-8.1478, -9.1060, 2.0614)
C (-7.8300, -8.4090, 3.3654)
N (-6.3925, -8.2939, 3.5619)
C (-5.9965, -7.4571, 4.6886)
C (-6.3460, -5.9749, 4.6366)
O (-5.6570, -5.2537, 3.6351)
C (-6.2524, -5.2548, 2.3506)
H (-6.6499, -8.1385, -0.7041)
H (-5.7747, -8.7377, 0.7182)
H (-6.9012, -9.8050, -0.1510)
H (-7.6373, -10.0723, 2.0062)
H (-9.2252, -9.2887, 2.0142)
H (-8.2536, -8.9898, 4.1906)
H (-8.3365, -7.4334, 3.3483)
H (-5.9776, -7.9197, 2.7181)
H (-4.9111, -7.5349, 4.7871)
H (-6.4283, -7.8810, 5.6014)
H (-6.0329, -5.5353, 5.5882)
H (-7.4261, -5.8027, 4.5521)
H (-7.3425, -5.3116, 2.4124)
H (-5.8866, -6.0755, 1.7267)
H (-5.9769, -4.3189, 1.8633)